31
Properties=species:S:1:pos:R:3 method="wB97M-V/def2-TZVPD" max_force_ha_per_bohr=0.14521 charge=+1 de_lowest_ev=7.644 orbital_gap_ev="8.3559 / 6.4146"
Cl -3.935 -0.457 -0.485
O 2.597 -0.248 0.268
O 1.464 -0.137 -1.660
N 0.209 -1.461 1.066
N -1.764 -1.882 -0.517
C 0.544 1.023 0.011
C -2.166 1.489 1.118
C -1.774 0.099 1.010
C 3.897 -0.492 -0.355
C -0.371 -2.098 -0.253
C -0.322 -0.141 1.285
C -0.175 2.178 -0.422
C -2.146 -0.429 -0.363
C -1.508 2.385 0.113
C 1.820 0.616 -0.497
H -2.068 1.913 2.148
H 1.231 -1.356 1.071
H -2.538 -2.367 0.060
H -2.301 -0.544 1.699
H -1.653 0.136 -1.163
H 1.603 0.439 -2.407
H -0.240 -1.982 1.922
H 4.109 0.577 -0.706
H 2.504 1.413 -0.827
H -0.185 -3.118 -0.325
H -1.960 3.387 0.041
H -3.260 1.524 0.867
H 4.434 -0.807 0.512
H 0.165 -1.508 -0.895
H 3.609 -1.086 -1.188
H 0.177 2.935 -1.127

32
Properties=species:S:1:pos:R:3 method="wB97M-V/def2-TZVPD" max_force_ha_per_bohr=0.01182 charge=+1 de_lowest_ev=0.000 orbital_gap_ev=9.5296
Cu 1.245 -1.564 -2.290
S 0.236 -2.211 -4.161
N 1.092 0.046 1.609
N -2.149 -1.243 -3.163
N -1.240 0.059 -4.597
N 1.548 -0.605 -0.718
C -2.379 -2.381 -2.277
C -3.004 -0.163 -3.337
C 1.658 1.601 3.945
C -1.064 -1.102 -3.944
C 0.172 1.146 1.972
C 0.925 2.214 2.751
C -2.434 0.656 -4.240
C 1.305 -0.292 0.371
C 1.852 -0.580 2.716
C 2.606 0.491 3.492
H -0.626 0.719 2.584
H -1.580 -2.452 -1.545
H -0.578 0.402 -5.274
H -3.942 -0.085 -2.814
H 1.131 -1.085 3.363
H 2.519 -1.329 2.296
H 3.096 0.023 4.346
H 0.215 2.974 3.078
H 0.926 1.190 4.648
H -2.771 1.587 -4.659
H -2.402 -3.302 -2.853
H 3.388 0.909 2.853
H -3.330 -2.238 -1.773
H 2.212 2.372 4.479
H 1.644 2.701 2.086
H -0.270 1.541 1.060

30
Properties=species:S:1:pos:R:3 method="wB97M-V/def2-TZVPD" max_force_ha_per_bohr=0.10290 charge=+1 de_lowest_ev=0.077 orbital_gap_ev=8.7856
I -2.471 3.083 -6.427
O -2.835 1.930 1.316
N -1.027 0.124 -0.809
N -0.160 2.089 0.111
C -0.295 0.724 0.086
C 1.750 -2.099 0.555
C 3.824 -1.906 -0.728
C 0.357 -0.074 1.184
C 1.685 -0.710 0.661
C 3.722 -0.534 -0.706
C 2.687 0.003 0.021
C -2.317 0.886 1.697
C -3.353 -0.170 2.055
C 2.829 -2.715 -0.062
H -3.843 2.056 1.190
H 0.394 2.493 0.867
H -0.976 2.542 -0.176
H 4.406 0.102 -1.197
H -3.030 -0.893 2.843
H -0.191 -0.802 1.700
H -1.017 -0.967 -0.878
H 0.813 0.616 1.842
H 2.972 -3.803 -0.111
H 4.594 -2.451 -1.182
H 2.878 1.126 0.063
H 1.093 -2.728 1.205
H -3.302 1.948 -7.051
H -1.455 0.585 -1.586
H -4.223 0.354 2.340
H -3.510 -0.807 1.178

31
Properties=species:S:1:pos:R:3 method="wB97M-V/def2-TZVPD" max_force_ha_per_bohr=0.04903 charge=0 orbital_gap_ev="5.4010 / 5.1136" multiplicity=5 s2=6.110
Se -1.186 0.443 2.106
Mn 0.350 1.358 0.269
P 2.637 0.596 -0.177
N 1.262 -0.434 3.446
N 0.797 1.664 3.784
C 0.363 0.548 3.123
C 0.140 2.944 3.730
C -2.925 0.167 -1.027
C -0.839 -0.699 -1.524
C -1.518 0.534 -1.207
C 1.247 -1.784 2.933
C -3.076 -1.240 -1.222
C 2.007 1.409 4.399
C -1.771 -1.749 -1.489
C 2.298 0.109 4.190
H 2.527 2.199 4.907
H 0.752 3.655 3.143
H 0.214 -0.719 -1.821
H 1.793 -2.376 3.687
H 2.921 1.912 -0.779
H 0.206 -2.127 2.808
H -1.582 -2.767 -1.751
H 3.398 -0.327 -1.042
H -1.212 1.507 -1.630
H -0.852 2.834 3.252
H 1.775 -1.846 1.962
H -3.734 0.860 -0.809
H -4.021 -1.767 -1.197
H 3.359 0.676 1.086
H 3.140 -0.496 4.482
H 0.018 3.316 4.763

28
Properties=species:S:1:pos:R:3 method="wB97M-V/def2-TZVPD" max_force_ha_per_bohr=0.08713 charge=0 de_lowest_ev=1.103 orbital_gap_ev=8.8289
N -2.985 -1.655 0.021
N 2.537 -0.357 -0.339
C -2.102 1.080 -0.401
C 1.277 -1.012 -0.079
C -1.185 -0.122 -0.332
C 0.285 0.108 -0.632
C 3.624 -1.096 0.198
C -1.705 -1.378 -0.263
C 2.431 0.995 0.222
C -3.448 0.776 0.351
C 0.884 1.400 0.010
C -3.836 -0.678 0.214
H -1.621 1.972 -0.009
H 4.618 -0.682 0.038
H 0.378 1.441 0.992
H 3.672 -2.100 -0.287
H 0.708 2.311 -0.572
H 0.403 0.224 -1.759
H 1.075 -1.152 1.000
H -2.219 1.379 -1.470
H -4.868 -0.972 0.358
H -3.306 0.991 1.451
H 2.619 1.013 1.306
H 3.586 -1.235 1.290
H -4.229 1.371 -0.165
H 3.258 1.605 -0.188
H 1.211 -1.925 -0.614
H -1.063 -2.303 -0.342

31
Properties=species:S:1:pos:R:3 method="wB97M-V/def2-TZVPD" max_force_ha_per_bohr=0.10749 charge=0 de_lowest_ev=4.548 orbital_gap_ev=9.2650
S 1.025 1.626 -0.025
N -4.167 -0.552 -1.219
N 0.682 -0.951 -0.901
N 4.819 -1.712 0.281
N -2.000 -0.090 0.674
C 3.681 0.998 -0.147
C 2.863 -0.184 0.091
C 3.445 -1.532 -0.108
C -0.783 1.846 -0.515
C -3.277 -0.566 1.216
C -3.951 -1.219 0.075
C -1.974 1.410 0.555
C 1.372 -0.039 -0.382
C 5.511 -0.503 0.241
C 5.043 0.734 0.008
H 5.921 1.346 -0.228
H -1.991 1.819 1.628
H -1.216 -0.279 1.219
H -2.842 1.739 0.017
H -3.260 -0.277 -1.550
H -4.395 -1.483 -1.932
H -3.278 -2.128 -0.090
H 6.644 -0.470 0.427
H -0.299 -0.662 -1.134
H -3.088 -1.220 2.046
H 2.924 -2.585 -0.249
H -0.683 1.397 -1.477
H -3.912 0.305 1.379
H 3.016 1.944 -0.013
H -0.950 2.995 -0.601
H -4.878 -1.707 0.715

| no. | total energy (Eh) |
| --- | --- |
| 1 | -1110.36003 |
| 2 | -2648.17486 |
| 3 | -872.72917 |
| 4 | -4393.75304 |
| 5 | -500.07925 |
| 6 | -1007.65439 |